1.
{"formula": "HI5Si2", "method": "the ωB97M-V functional and the def2-TZVPD basis", "orbital_gap_ev": 6.0, "lumo_energy_ev": -1.97, "homo_energy_ev": -8.0, "largest_force_ev_per_a": 2.71, "e_above_lowest_kj_mol": 172.2, "species": ["Si", "Si", "I", "I", "I", "I", "I", "H"], "positions_angstrom": [[-1.640084, 0.550072, 0.203316], [1.446949, -0.756279, -0.419191], [-2.284639, -0.503364, 2.258788], [-1.138080, 2.908180, 0.401841], [2.729120, 1.301893, -0.976498], [1.952465, -1.752197, 1.698338], [1.558795, -2.310639, -2.336515], [-2.624526, 0.562335, -0.830078]], "forces_ev_per_angstrom": [[2.682, -0.370, -0.023], [-1.961, 1.287, -0.525], [-0.140, -0.071, 0.100], [0.092, 0.070, 0.155], [-0.210, -0.618, 0.246], [0.235, -0.140, 0.169], [0.048, 0.257, 0.480], [-0.747, -0.414, -0.602]], "mulliken_charge": [0.111, 0.044, 0.017, -0.011, -0.044, 0.009, -0.054, -0.074]}



2.
{"formula": "C3H4BrClF2", "method": "the ωB97M-V functional and the def2-TZVPD basis", "orbital_gap_ev": [10.3, 6.0], "lumo_energy_ev": [0.19, -1.71], "homo_energy_ev": [-10.1, -7.7], "largest_force_ev_per_a": 3.19, "e_above_lowest_kj_mol": 384.7, "species": ["C", "C", "C", "F", "F", "Cl", "Br", "H", "H", "H", "H"], "positions_angstrom": [[1.281602, -0.800828, 0.119261], [1.588721, 0.553496, -0.267531], [-2.047276, 0.479350, -0.363383], [-2.816212, 1.463090, 0.097866], [-2.645575, -0.028368, -1.456694], [1.920610, 1.760975, 0.827317], [-1.956167, -0.926545, 0.945627], [1.954153, -1.241337, 0.844120], [0.490125, -0.842305, 0.950993], [1.033245, -1.493846, -0.654579], [1.196775, 1.076318, -1.043001]], "forces_ev_per_angstrom": [[-0.945, -0.471, 2.968], [0.378, -0.695, 0.742], [-1.927, -0.866, 0.130], [0.746, 0.048, -0.365], [0.800, 0.665, 0.214], [0.721, 0.773, 1.808], [-0.124, 0.124, 0.113], [1.473, -0.191, -0.527], [0.148, 0.457, -1.600], [-0.122, -0.227, -0.534], [-1.148, 0.383, -2.949]], "mulliken_charge": [-0.733, -0.281, 0.391, -0.159, -0.168, -0.164, -0.090, 0.337, 0.046, 0.361, 0.461]}



3.
{"formula": "C18H22F10N3O3", "method": "the ωB97M-V functional and the def2-TZVPD basis", "orbital_gap_ev": 10.0, "lumo_energy_ev": -2.56, "homo_energy_ev": -12.6, "charge": 1, "largest_force_ev_per_a": 4.01, "species": ["C", "C", "C", "C", "N", "C", "N", "C", "O", "C", "C", "O", "C", "C", "C", "C", "O", "F", "N", "C", "C", "C", "F", "F", "C", "F", "F", "C", "F", "F", "C", "F", "F", "F", "H", "H", "H", "H", "H", "H", "H", "H", "H", "H", "H", "H", "H", "H", "H", "H", "H", "H", "H", "H", "H", "H"], "positions_angstrom": [[0.940611, -0.262000, 3.939784], [-0.619111, -0.093344, 3.855036], [-1.388371, -1.355473, 3.301994], [-0.818849, -1.902638, 1.919599], [-1.804481, -1.661245, 0.822182], [-1.230789, -1.521399, -0.441169], [-0.301441, -2.259926, -1.096168], [0.393666, -3.457756, -0.578928], [1.644893, -3.616569, -1.266252], [2.592576, -2.723596, -0.784036], [4.077397, -2.903619, -1.265938], [2.356017, -1.795842, -0.054809], [-0.051336, -1.757344, -2.408323], [-0.888617, -0.611256, -2.525842], [-0.944423, 0.241169, -3.816205], [-0.426389, -0.634648, -5.016840], [0.708311, -0.899073, -5.192456], [-1.324991, -1.127269, -5.951500], [-1.574016, -0.493688, -1.301317], [-2.511394, 0.626641, -1.113559], [-2.083736, 1.671151, -0.006319], [-0.540407, 1.852761, 0.155881], [-0.056317, 0.825722, 0.976054], [0.170384, 1.764865, -1.016617], [-0.276110, 3.199891, 0.965237], [0.665986, 2.913657, 1.940892], [-1.389237, 3.615772, 1.670842], [0.256563, 4.403318, 0.093576], [-0.329625, 4.502090, -1.140791], [-0.109045, 5.557069, 0.771635], [1.849888, 4.478501, 0.022667], [2.183117, 5.367613, -0.960393], [2.426382, 3.274374, -0.202384], [2.367307, 5.002242, 1.170916], [1.445759, -0.394132, 2.949226], [1.220974, -1.146739, 4.572473], [1.350814, 0.690548, 4.374235], [-0.942799, 0.813004, 3.279364], [-0.978429, 0.080946, 4.910617], [-2.474185, -1.066200, 3.215766], [-1.357444, -2.167221, 4.081649], [0.203957, -1.522961, 1.685563], [-0.768700, -3.021854, 2.056752], [-2.446784, -0.898597, 1.038483], [-0.254047, -4.348739, -0.763654], [0.634221, -3.420161, 0.507572], [4.471854, -3.930692, -1.079362], [4.744149, -2.174159, -0.746069], [4.141095, -2.664817, -2.365636], [0.662539, -2.207703, -3.128995], [-0.355870, 1.188360, -3.785502], [-2.012194, 0.489273, -4.083660], [-2.722851, 1.180283, -2.054509], [-3.490780, 0.182049, -0.771955], [-2.484758, 2.671067, -0.340246], [-2.550934, 1.448293, 0.981439]], "forces_ev_per_angstrom": [[-0.204, 0.464, -0.176], [-0.155, -0.381, 0.450], [0.342, 0.462, 0.162], [-0.636, -1.265, 1.664], [1.624, 0.312, -1.243], [-0.465, 1.516, -0.971], [-0.047, 0.182, 0.102], [0.314, -0.986, 0.272], [-0.233, 0.694, 0.791], [2.514, 0.740, -0.186], [-0.480, -0.313, -0.605], [-1.078, -0.763, -0.101], [-2.080, 2.175, 0.845], [2.621, -3.015, -0.379], [-1.751, -0.575, -0.635], [0.113, -0.091, -0.429], [0.151, 0.118, 0.338], [0.167, 1.054, 1.713], [0.301, 0.143, -1.396], [-1.096, 0.020, 1.719], [0.217, 0.422, -1.092], [-0.831, -0.786, 1.300], [-0.487, 0.894, -1.171], [-0.811, 0.486, 1.042], [0.835, -0.095, 0.991], [-0.849, 0.601, -1.290], [0.988, -0.769, -1.298], [-0.148, 1.814, 0.937], [0.712, -0.752, 1.192], [0.411, -1.321, -0.778], [0.950, 1.128, -0.081], [-0.467, -1.431, 0.806], [-0.712, 1.199, 0.001], [-0.901, -1.008, -1.196], [-0.539, 0.136, 0.704], [-0.299, 0.919, -0.424], [-0.200, -1.086, -0.247], [0.603, -0.720, 0.410], [0.231, -0.179, -1.068], [0.911, -0.453, -0.134], [0.084, 0.708, -0.905], [-0.948, -0.079, 0.100], [0.141, 1.108, -0.274], [0.284, -0.315, -0.169], [0.804, 0.624, -0.153], [-0.602, 0.473, -0.873], [-0.502, 0.711, -0.310], [-0.956, -0.556, -0.229], [-0.135, -0.475, 1.014], [-0.736, 0.389, 0.967], [-0.289, -0.864, 0.105], [1.012, -0.081, 0.458], [0.550, -0.860, 0.503], [0.843, 0.539, -0.512], [0.271, -1.012, 0.420], [0.646, 0.200, -0.680]], "mulliken_charge": [-0.994, -0.080, -0.980, -0.305, -0.260, 0.336, 0.279, -0.376, -0.369, 0.693, -1.066, -0.415, -0.739, 0.255, -0.087, 0.271, -0.418, -0.259, 0.138, -1.216, -0.665, 0.809, -0.234, -0.339, 0.602, -0.298, -0.337, 0.487, -0.267, -0.295, 0.640, -0.241, -0.191, -0.228, 0.136, 0.347, 0.354, -0.073, 0.450, 0.347, 0.349, 0.162, 0.459, 0.339, 0.321, 0.306, 0.324, 0.307, 0.284, 0.488, 0.282, 0.374, 0.388, 0.276, 0.531, 0.401]}



4.
{"formula": "CCu3N3O12", "method": "the ωB97M-V functional and the def2-TZVPD basis", "spin_multiplicity": 5, "orbital_gap_ev": [9.0, 6.5], "lumo_energy_ev": [-8.24, -10.65], "homo_energy_ev": [-17.2, -17.2], "charge": 2, "largest_force_ev_per_a": 8.92, "species": ["Cu", "Cu", "Cu", "N", "O", "O", "O", "N", "O", "O", "O", "N", "O", "O", "O", "C", "O", "O", "O"], "positions_angstrom": [[1.347267, 2.424923, -0.784262], [-0.911317, -3.098217, 0.269913], [-3.640275, 1.477301, -1.310172], [-1.004565, 0.070632, -0.638866], [-1.304926, -1.101963, -0.484464], [-1.747933, 0.880070, -0.276408], [0.070278, 0.360884, -1.053689], [4.084050, 0.572482, -0.392563], [4.234980, -0.373419, 0.356209], [4.930051, 1.373176, -0.618672], [3.009210, 0.760367, -0.926533], [-3.755832, 2.200138, 2.326318], [-2.956298, 1.480567, 2.921621], [-4.876336, 2.488062, 2.649759], [-3.471242, 2.592378, 1.187833], [1.408306, -2.909138, -1.033846], [0.673052, -3.824384, -1.250283], [2.684871, -3.006949, -1.031596], [1.226658, -2.366911, 0.089700]], "forces_ev_per_angstrom": [[-0.067, -1.035, -0.145], [0.877, 0.388, -0.619], [0.599, -0.113, 0.770], [1.967, -4.131, 0.210], [-0.819, -3.245, -0.149], [-6.093, 6.354, 1.445], [4.544, 1.419, -1.834], [-0.543, -1.173, 1.158], [0.411, 0.075, -0.132], [2.472, 1.223, -0.077], [-2.582, 0.229, -0.878], [1.657, -2.413, 0.404], [-1.340, 1.352, -0.295], [-0.895, 0.316, 1.067], [0.464, 0.718, -1.375], [4.409, -1.791, 2.839], [-4.679, -2.120, -2.367], [2.037, 0.952, -2.393], [-2.418, 2.995, 2.371]], "lowdin_spin": [-0.001, 0.135, -0.002, 0.000, 0.004, 0.001, 0.001, -0.040, 0.353, 0.411, 0.278, -0.041, 0.198, 0.399, 0.445, 0.046, 0.340, 0.779, 0.693]}



> Number 2 is which compound?

C3H4BrClF2